The following is a DFT calculation (the ωB97M-V functional and the def2-TZVPD basis) of a cluster of 3 separate species, C24H47ClO7P2S2 in total.

Geometry as XYZ:
```
83
Properties=species:S:1:pos:R:3:forces:R:3:mulliken_charge:R:1
H -4.0697 0.7098 3.2494 0.0 0.0 0.0 0.298
S -4.0416 -1.5714 -1.8708 0.0 0.0 0.0 1.199
H 3.1955 -3.1293 3.5345 0.0 -0.1 0.0 0.392
H -1.3512 -1.0501 0.3048 0.0 0.0 0.1 0.420
C 3.9325 -0.1915 -5.2306 0.0 0.0 0.0 -1.252
H 4.5930 -0.8919 -4.7136 0.0 0.1 0.0 0.357
H 2.8759 1.2751 3.6775 0.0 0.0 0.0 0.273
H -4.9765 1.0690 5.5096 0.0 0.0 0.0 0.365
C -2.4802 2.1652 3.4172 -0.1 0.0 0.0 0.019
P 1.0307 2.3538 1.0188 0.0 0.1 -0.1 0.413
H -2.6127 -0.7849 -5.0775 0.0 0.0 0.0 0.456
C 2.2630 2.1674 3.5315 0.1 0.0 -0.4 -0.928
H 1.5250 -0.1087 2.5081 -0.2 0.0 0.1 -0.422
H -1.0976 0.6021 -0.2267 0.0 0.0 0.1 0.607
H -4.6366 2.3740 3.2694 0.0 0.0 0.0 0.373
H 2.0098 3.4573 -1.0012 0.0 0.0 0.0 0.272
C -4.0616 1.5879 5.2272 0.0 0.0 0.0 -0.567
O -0.9570 2.6940 5.5145 0.1 0.0 0.0 -0.699
H 3.3171 1.3462 -3.8133 0.0 0.0 0.0 0.404
H -2.0573 1.7695 2.4976 0.0 0.1 0.0 -0.233
H -2.2982 -0.1096 -2.5148 0.0 0.0 0.0 -0.234
S -1.4792 1.5644 4.7871 -0.1 0.0 0.0 1.091
C -3.1865 -0.4924 -3.0072 0.0 0.0 0.0 -0.030
H 2.3744 -2.6017 -4.4016 0.0 0.1 0.0 0.530
H -2.6111 0.9684 6.7813 0.0 0.0 0.0 0.424
C 2.0984 -2.1076 1.9446 0.0 0.0 0.0 -0.258
H -4.9459 -1.5289 -4.8741 0.0 0.0 0.0 0.323
C -2.8957 -1.3792 -4.2100 0.0 0.0 0.0 -0.128
H 2.4422 3.8532 2.1561 -0.1 0.0 0.1 0.617
H 3.3004 0.3022 1.2150 0.0 0.0 0.0 0.884
C -4.6430 -2.7372 -3.1081 0.0 0.0 -0.1 -0.722
C 0.8629 -2.9905 -2.8892 0.0 0.0 0.0 -0.891
C 1.1206 -0.9328 1.9124 0.0 -0.1 -0.1 -0.585
H 0.9252 -4.0241 -3.2301 0.0 0.0 0.0 0.426
H -4.0185 -2.9936 -5.1744 0.0 0.0 0.0 0.376
H -4.1884 -3.6982 -2.8751 0.0 0.0 0.0 0.362
H 0.8788 -1.2264 -0.2013 0.1 0.1 0.0 -0.670
H -2.8617 -0.2153 5.4662 0.0 0.0 0.0 0.341
H 1.2586 -2.9627 -1.8690 0.0 0.0 -0.1 0.209
H 0.2734 3.7463 -0.8140 0.0 0.0 0.0 0.323
O -0.5905 0.5194 4.3393 0.0 0.0 0.0 -0.571
H 2.5354 2.8753 4.3127 -0.1 0.0 0.0 0.435
H 3.0912 -1.8127 1.5987 0.0 0.0 0.0 0.300
H 1.9946 0.7049 -4.8045 0.0 0.1 0.0 0.491
O -5.1465 -0.8789 -1.2563 0.0 0.0 0.1 -0.747
C 1.5506 0.7871 0.0472 0.1 0.0 -0.1 0.178
C -4.1783 -2.1861 -4.4610 0.0 0.0 0.0 -0.794
C 2.4617 2.7616 2.1222 0.1 -0.1 0.1 -0.435
H -3.8721 0.3188 -3.2537 0.0 0.0 0.0 0.400
H 2.0305 -1.9454 4.1155 0.0 0.0 0.0 0.305
H 1.4764 -3.4998 3.5019 -0.1 0.1 0.0 0.339
O -3.0706 -2.2507 -1.0460 0.0 0.0 0.0 -0.616
H 3.2484 -0.5080 -0.3346 0.0 0.0 0.0 1.108
H -5.7234 -2.8042 -3.0092 0.0 0.0 0.0 0.389
H -2.3925 3.2499 3.4220 0.0 0.0 0.0 0.422
C -2.8268 0.8431 5.7229 -0.1 0.0 0.0 -0.805
C 2.9125 0.4451 -4.2732 0.1 -0.1 -0.1 -0.520
C 0.9945 0.1676 -2.2895 0.4 0.0 0.3 0.473
H 0.2113 -1.2517 2.4265 0.1 0.1 0.1 0.419
H 1.7505 -2.8705 1.2408 0.0 0.0 0.0 0.294
H 4.5609 0.5684 -5.6944 0.0 0.0 0.0 0.372
H -1.1207 0.2123 1.5145 0.0 0.1 -0.1 0.021
H -0.1876 -2.7138 -2.8277 0.0 0.0 0.1 -0.030
O -0.0768 0.0341 -2.8038 -0.4 0.0 -0.2 -0.463
C -3.9088 1.6897 3.7025 0.0 0.0 0.0 -0.790
Cl 5.5588 1.4677 0.4795 0.2 -0.1 0.0 -0.199
C 1.2173 3.6464 -0.2809 0.0 0.0 0.0 -1.251
C 1.6248 -2.0459 -3.8334 0.0 -0.1 0.0 -0.758
H 0.9446 -1.5762 -4.5458 0.0 0.0 0.0 0.490
P 2.5231 -0.7334 -2.9119 -0.1 -0.2 0.1 -0.187
H 1.2239 1.8627 3.6367 0.1 0.1 0.4 -0.073
O 3.9017 2.0595 -1.4149 0.0 0.1 -0.4 -0.412
C 4.0176 1.3997 -0.4463 -0.1 0.1 0.4 -0.044
H -4.0923 2.5865 5.6685 0.0 0.0 0.0 0.287
C 0.7045 -0.4122 0.5207 -0.1 -0.3 0.2 2.400
C 3.0403 0.4423 0.1707 0.0 -0.1 -0.1 -1.802
H 3.4317 -0.7435 -6.0259 0.0 0.0 0.0 0.308
H 1.4209 4.5890 0.2306 -0.1 0.0 0.0 0.464
C -0.8076 -0.1296 0.5298 0.1 -0.1 -0.3 -2.041
H 3.4506 2.5028 1.7354 -0.2 0.1 -0.1 0.135
H -2.0626 -2.0466 -3.9784 0.0 0.0 0.0 -0.176
C 2.2080 -2.7054 3.3510 0.0 0.0 0.0 -1.449
O 1.1643 1.1032 -1.3181 -0.2 0.1 0.1 -0.001
```
Positions in Å, forces in eV/Å.

Properties
Frontier orbital gap   9.106 eV
2S+1   1
DFT total energy   -92753.01161 eV

The following is a DFT calculation (the ωB97M-V functional and the def2-TZVPD basis) of a structure of composition C41H58Br3F3HfN7O3Si at a distorted geometry.

Geometry as XYZ:
```
117
Properties=species:S:1:pos:R:3:forces:R:3:mulliken_charge:R:1
C 2.0624 -3.5346 1.8578 -0.3 -0.1 -0.2 3.147
H 5.3527 -1.7767 -0.9489 -0.1 0.0 0.1 0.604
N -1.2992 -0.1642 -3.6252 0.3 -0.2 -0.7 0.473
H 1.1167 -0.4547 5.0384 0.0 -0.1 -0.1 0.701
C -0.3729 -4.9905 -2.2358 0.0 0.1 0.0 -0.563
H 4.2547 0.6562 0.8001 0.1 -0.1 0.0 0.319
C -1.6999 -3.0041 -1.9288 -0.1 -0.1 0.0 0.345
C 4.3948 -1.5266 0.9566 0.0 0.3 -0.5 2.875
C 1.6206 2.7064 -3.5633 0.1 0.0 0.0 -0.919
H 0.0310 -3.0635 1.2080 0.0 -0.2 0.1 -0.026
O -2.1791 0.1962 -0.9493 -0.9 0.1 -0.2 0.265
H 5.8739 -0.0192 0.5779 -0.1 0.0 0.0 0.614
N -2.8071 -0.3653 3.2218 0.2 -0.1 -0.1 -0.197
H -2.5524 3.0456 5.2530 0.1 0.0 0.1 0.430
H -3.0111 3.8230 2.9003 0.0 0.1 0.1 0.258
H 0.5669 -5.1907 -4.1586 -0.1 0.0 0.0 0.393
H 1.9571 -3.8054 -0.3157 0.0 -0.1 0.1 0.170
O 0.4388 2.3534 -0.6515 -0.2 0.9 0.9 -0.118
C 1.7794 2.9393 -4.9246 0.0 0.0 -0.1 -1.104
H 3.7984 -0.9572 -1.0616 0.0 -0.1 0.0 0.036
F 1.5557 -0.9917 -3.4027 0.0 -0.1 -0.3 -0.242
H 2.4123 -5.3260 2.9998 0.0 0.1 0.0 0.555
H 1.8059 1.0721 2.4431 0.1 0.0 0.2 0.439
C -0.9705 4.3669 -3.2556 -0.1 0.0 -0.1 -1.630
C -2.0396 4.0017 3.3787 0.1 -0.1 -0.2 -0.293
C -3.3719 3.9769 -3.8524 0.0 0.1 -0.1 -1.339
Hf -0.4209 0.8605 -1.7315 0.2 0.1 0.9 0.119
H 1.1898 -2.1356 4.5041 -0.1 0.1 0.0 0.338
H 4.6718 -0.8678 3.9608 -0.1 0.0 0.1 0.331
C 0.8556 2.1100 -5.5841 0.1 0.1 -0.2 -0.827
Si 2.7585 -1.7803 1.8573 -0.5 0.3 0.1 -2.721
C -0.6465 -3.4258 -4.0409 0.0 0.0 0.0 -0.167
H -0.9194 1.1357 3.7577 0.1 -0.1 0.0 0.003
H -3.6380 -0.8186 2.8827 -0.1 0.0 -0.2 0.135
H -2.2430 -1.5370 -4.9058 -0.1 0.0 -0.1 0.638
C 2.5467 0.7636 3.1870 0.0 0.0 0.0 -2.322
H -4.9289 0.9039 3.6442 0.0 0.0 0.0 0.209
N -2.0385 3.0756 0.2842 -0.2 0.0 0.0 -0.133
O 1.3844 3.3022 1.1411 0.2 -0.1 -0.3 -0.732
H -0.4410 -3.1306 -5.0675 0.0 0.0 0.1 0.375
H 6.3700 -2.3481 1.1175 -0.1 0.0 0.0 0.587
C -0.9452 4.1031 2.3065 0.1 -0.2 0.3 -0.922
C -1.4692 -2.6309 -3.2488 0.1 0.1 0.0 0.368
H 3.4742 -4.3974 0.4030 -0.2 0.0 0.0 0.297
C 1.1264 -0.7841 -2.1433 0.9 0.1 -0.1 0.077
N 0.6465 1.8011 -3.3460 -0.2 -0.1 -0.8 1.448
C -2.1940 3.5083 -3.2194 0.1 0.0 0.1 0.806
C -5.7477 1.3527 -2.7291 -0.1 0.1 -0.1 -0.240
C 5.3885 -2.5453 1.5598 -0.1 -0.1 0.3 -1.802
H -0.4081 4.1945 -4.1748 0.0 0.0 0.0 0.229
H 3.8143 -4.2472 3.0105 -0.2 -0.1 0.0 0.301
C 2.5297 -0.7572 3.4390 -0.1 0.1 0.1 3.263
H -3.3308 4.9133 -4.3964 0.0 -0.1 0.0 0.581
C -5.7410 0.3340 -1.8304 0.0 -0.1 0.1 -0.376
C 3.6969 -1.1217 4.3855 0.1 -0.1 0.0 -1.631
C 4.9501 -0.1075 1.1597 0.1 0.0 0.0 -2.059
C 4.3261 -1.7639 -0.5634 0.1 -0.1 0.0 -1.612
H 5.2009 0.1000 2.2029 0.0 0.0 -0.1 0.405
H 5.4877 -2.4570 2.6489 0.0 0.0 -0.2 0.356
C 0.1783 1.4156 -4.5913 0.1 0.3 -0.1 0.431
H 0.0335 -5.9190 -1.8516 0.0 0.0 0.0 0.411
H -2.9467 3.0137 0.7301 0.0 0.0 0.0 0.304
Br -7.3812 1.8224 -3.5571 0.0 0.0 0.0 -0.208
C -3.3601 1.6711 -2.4109 0.0 0.2 0.2 0.392
Br 0.1796 -0.3770 0.8099 0.6 -0.6 0.7 -0.798
C -3.3217 0.5656 -1.4975 -0.3 -0.1 0.2 -0.461
H -0.8326 3.1253 4.9339 0.0 -0.1 0.0 0.490
Br -4.6223 -1.3249 0.1833 0.0 -0.1 -0.1 -0.235
H 3.8486 -2.7057 -0.8340 0.1 0.1 0.0 0.381
C -2.8970 0.8818 3.6767 0.1 0.2 0.0 1.071
N -1.8032 1.5630 3.9890 0.0 0.0 0.1 0.103
H -2.1115 4.9620 3.8917 -0.1 0.0 0.0 0.411
H 2.4858 3.6232 -5.3754 -0.1 -0.1 0.1 0.450
C -0.0867 -4.5914 -3.5350 0.0 0.0 0.0 -0.906
C -4.5378 -0.0184 -1.1941 0.2 0.0 0.1 0.457
H -0.3202 4.1535 -2.4144 0.1 0.0 0.0 0.030
C -4.5675 2.0879 -2.9971 0.1 0.0 -0.1 1.121
H -2.3022 -2.3726 -1.2856 0.0 0.0 -0.1 0.081
H 2.3221 1.2729 4.1347 0.0 -0.1 -0.1 0.533
H 0.2243 -4.6445 2.0030 0.0 0.1 0.0 0.628
H 0.3568 -0.9322 3.4954 0.1 0.0 0.1 0.144
C 0.5322 -3.5912 2.0241 0.0 0.0 0.0 -1.493
C 0.4080 2.9033 0.5454 0.1 -0.1 -0.1 -0.561
C -0.7656 0.3612 -4.6804 -0.1 0.0 0.0 -0.640
H 3.5800 -0.5483 5.3127 0.0 -0.1 -0.1 0.559
H -3.0859 -1.2413 -3.3824 -0.1 0.0 0.0 0.144
H -1.0565 5.0599 1.7900 0.1 0.0 0.0 0.353
C 1.2128 -1.0997 4.1551 0.1 0.0 0.1 -1.796
N -2.1815 2.3652 -2.5648 -0.3 -0.4 0.0 0.866
H 3.7052 -2.1855 4.6486 0.0 0.2 0.0 0.360
H -5.4283 3.6206 -4.2583 0.0 0.0 0.0 0.406
H -1.4201 -4.5054 -0.4233 0.1 0.0 0.0 0.422
C -4.5268 3.2724 -3.7730 -0.1 -0.1 0.0 -1.183
H -1.2601 5.4188 -3.2404 0.0 0.0 0.0 0.674
C -1.8002 2.9487 4.4686 0.0 0.3 -0.4 -1.407
C 2.3982 -4.2887 0.5589 0.0 0.0 0.0 -1.869
H 0.1942 -3.1596 2.9702 0.0 -0.1 -0.2 0.225
H 3.5197 1.1205 2.8498 -0.2 0.0 0.1 0.357
C -0.9639 2.9865 1.2556 0.1 0.5 -0.3 1.243
H -1.0062 -0.0242 -5.6705 0.0 0.0 0.0 0.518
F 2.0979 0.1337 -1.6125 0.0 0.1 0.0 -0.371
H 2.3960 -3.8774 4.0127 0.0 -0.1 -0.1 0.380
H -2.0033 3.9697 -0.1937 0.0 0.0 -0.1 0.303
H -1.0736 2.0266 1.7408 0.1 -0.3 0.1 -0.718
H 0.0450 4.1064 2.7712 -0.1 0.1 0.0 0.455
F 1.4317 -1.9336 -1.5022 -0.3 -0.4 0.1 0.086
C -1.1803 -4.1939 -1.4347 0.0 0.0 0.0 -0.519
H 0.6971 2.0111 -6.6514 0.1 0.0 0.2 0.546
C 2.7189 -4.2749 3.0452 0.1 0.1 0.1 -1.748
H -1.9403 -0.6744 2.7916 0.0 0.1 0.0 -0.101
H 5.1197 -3.5769 1.3200 0.1 0.1 0.0 0.347
H 1.9755 -5.2979 0.6338 0.0 0.1 0.0 0.626
H 2.1644 3.1450 -2.7371 -0.1 0.0 0.0 0.447
H -6.6528 -0.1989 -1.5943 0.1 0.0 0.0 0.528
C -2.1053 -1.3867 -3.8358 0.2 0.2 0.4 -1.611
N -4.1001 1.4397 3.8339 -0.1 -0.1 0.1 -0.359
H -4.2075 2.3270 4.2907 0.0 0.0 0.0 0.188
```
Positions in Å, forces in eV/Å.

Properties
Charge   +1
ΔE to the lowest compared entry with this formula, charge and spin   91.26 kJ/mol
Frontier orbital gap   7.111 eV
2S+1   1
DFT total energy   -287498.74254 eV

The following is a DFT calculation (the ωB97M-V functional and the def2-TZVPD basis) of the molecule C4H7NO at a distorted geometry.

Geometry as XYZ:
```
13
Properties=species:S:1:pos:R:3:forces:R:3:mulliken_charge:R:1
C 0.4883 0.2908 -0.4998 -2.7 -3.8 2.3 -0.034
C -0.3855 0.1661 1.8130 0.5 1.1 1.6 -0.997
C -0.9069 -0.1114 -0.8937 1.9 1.7 -3.8 -0.060
H 0.0934 -0.1190 2.7769 -0.2 -0.1 -0.7 0.340
C 1.3697 -0.6801 0.3671 -2.2 -0.4 -0.2 -0.445
H 1.1436 0.7347 -1.1422 0.8 1.8 -2.0 0.455
H -1.1572 -0.5934 1.5730 0.7 0.3 -0.1 0.372
N 0.7032 0.4957 0.8776 1.0 0.5 2.0 -0.289
O -1.1435 -0.0169 -2.0997 -0.7 -0.7 1.6 -0.514
H 2.3737 -0.5603 -0.0268 0.2 -0.5 0.9 0.264
H 0.9165 -1.6247 0.8052 1.1 1.0 -1.1 0.276
H -1.6724 -0.2859 -0.1517 -0.3 -0.4 0.1 0.304
H -0.8659 1.1218 2.1001 -0.2 -0.5 -0.5 0.328
```
Positions in Å, forces in eV/Å.

Properties
ΔE to the lowest compared entry with this formula, charge and spin   329.96 kJ/mol
Frontier orbital gap   9.861 eV
2S+1   1
DFT total energy   -7796.22463 eV

The following is a DFT calculation (the ωB97M-V functional and the def2-TZVPD basis) of the molecule C4H7NO2.

Geometry as XYZ:
```
14
Properties=species:S:1:pos:R:3:forces:R:3:mulliken_charge:R:1
H -2.8969 -0.1530 0.1999 0.1 0.0 0.0 0.314
H 1.5728 -0.0303 1.5017 0.0 -0.1 -0.1 0.311
H -1.9277 -1.0835 -0.9675 -0.1 0.1 0.1 0.300
C 1.9716 0.0405 -0.6212 0.4 0.2 0.0 0.112
N -0.3969 1.2400 0.8763 -0.1 -0.3 -0.2 -0.702
H 1.3551 -0.1540 -1.5294 0.1 0.1 0.1 0.319
C -2.0149 -0.1297 -0.4450 -0.1 0.0 0.0 -1.110
C 1.4208 -0.6508 0.6161 0.2 0.0 0.1 -0.375
H -1.1080 1.9573 0.7544 0.1 -0.1 0.0 0.221
O 0.0509 -0.9368 0.3706 -0.1 0.0 0.0 -0.394
O 2.9741 0.7036 -0.6530 -0.4 -0.4 0.0 -0.473
H -2.1539 0.6656 -1.1837 0.0 -0.1 0.1 0.335
H 1.9124 -1.6204 0.7434 0.0 0.1 0.0 0.325
C -0.7594 0.1516 0.3375 -0.1 0.3 0.0 0.816
```
Positions in Å, forces in eV/Å.

Properties
ΔE to the lowest compared entry with this formula, charge and spin   145.35 kJ/mol
Frontier orbital gap   10.713 eV
2S+1   1
DFT total energy   -9845.77327 eV

The following is a DFT calculation (the ωB97M-V functional and the def2-TZVPD basis) of the molecule C4H5N3O2 at a distorted geometry.

Geometry as XYZ:
```
14
Properties=species:S:1:pos:R:3:forces:R:3:mulliken_charge:R:1
N 2.4470 -0.7445 -0.4836 0.2 1.1 0.4 0.844
H 1.2813 -0.7060 2.0073 -1.0 -0.3 0.2 0.328
O 2.4097 -1.2048 -1.5831 0.3 -1.6 -0.8 -0.560
H 0.6483 -2.0076 0.9394 -1.1 3.0 0.8 0.266
N 2.9526 2.3429 0.9457 0.8 0.5 0.3 -0.394
N -0.7764 0.8085 0.2973 -2.3 0.7 0.3 -0.640
H -0.9963 1.5603 -0.3363 0.9 0.2 -0.3 0.227
H 1.3987 0.8999 -1.4168 0.4 -1.0 2.5 0.361
C 1.6152 0.4733 -0.3230 0.5 2.6 -1.2 0.138
C 2.5750 1.4273 0.3769 -2.6 -0.5 -0.7 0.158
C 0.3488 -0.8978 1.4140 1.3 -3.3 1.1 -1.092
C 0.2851 0.2158 0.4689 1.4 -0.7 -1.3 0.515
H -0.5973 -0.9919 2.0317 1.4 0.2 -0.8 0.321
O 3.1474 -1.0319 0.4659 -0.1 -0.8 -0.5 -0.471
```
Positions in Å, forces in eV/Å.

Properties
ΔE to the lowest compared entry with this formula, charge and spin   638.24 kJ/mol
Frontier orbital gap   10.060 eV
2S+1   1
DFT total energy   -12789.25952 eV